[1]
Density functional theory data (ωB97M-V/def2-TZVPD) for a molecular structure, C19H22FN3S at a distorted geometry.

ORCA input file:
```
! wB97M-V def2-TZVPD RIJCOSX def2/J DEFGRID3
* xyz 0 1
C 1.7690 4.7141 2.7878
C 1.3454 3.3554 2.1406
C 1.8501 3.0305 0.7857
C 1.6205 1.9025 0.3203
C 0.7535 1.0837 1.1124
C 0.4742 1.3172 2.3403
C 0.8283 2.5400 2.9637
H 0.2007 2.8458 3.7174
C -0.4133 0.3605 2.9554
H -0.4738 -0.6894 2.5158
H 0.1731 0.0872 3.7955
H -1.3854 0.7559 3.0561
H 0.6219 0.0890 0.6980
N 2.2682 1.5931 -1.0377
C 1.7412 0.7608 -1.8697
N 0.6522 0.4427 -1.9608
C 0.1130 -0.6775 -2.7142
C -1.3128 -0.8712 -2.6806
N -1.9356 -0.6548 -1.5373
C -1.7972 -1.6021 -0.4510
C -2.6645 -1.1969 0.7180
C -2.5309 -2.2464 1.6842
C -2.0977 -3.5318 1.4540
C -1.2996 -3.8399 0.3884
C -1.5068 -2.7263 -0.8319
H -0.8523 -3.1431 -1.5069
H -1.0925 -4.7325 0.4398
F -2.3004 -4.4664 2.3535
H -3.1591 -2.0161 2.7063
H -3.0667 -0.3850 0.9392
C -1.7253 0.8088 -1.1835
H -2.7032 1.4724 -1.3252
C -0.5082 1.3918 -1.8511
H -0.1542 2.3386 -1.1450
H -0.8350 1.8421 -2.7395
H -1.4764 0.7980 -0.1701
H -2.0671 -0.1229 -3.4906
H -1.4388 -2.0356 -2.9717
H 0.7186 -1.5413 -2.6029
H 0.5740 -0.4354 -4.0283
S 3.0532 -0.2781 -2.5814
H 3.4858 1.8810 -1.0844
H 2.6202 3.9520 0.3821
H 2.5381 4.7446 3.6466
H 2.0833 5.6364 1.9357
H 0.7352 5.0843 3.3280
*
```

* lowest unoccupied orbital energy: 0.096 eV
* energy above the lowest of the compared OMol25 structures with the same formula, charge and spin: 363.62 kcal/mol
* strongest force on any atom: 19.7 eV Å⁻¹
* HOMO level: -7.268 eV



[2]
Density functional theory data (ωB97M-V/def2-TZVPD) for 2 unconnected molecules or ions with the total composition C7H14O at a distorted geometry.

ORCA input file:
```
! wB97M-V def2-TZVPD RIJCOSX def2/J DEFGRID3
* xyz 0 1
C 3.0639 0.3935 -1.0321
C 2.1377 0.8391 0.0702
C 0.7939 0.1764 -0.1104
C 0.4563 -0.8913 0.5905
C -0.8266 -1.6565 0.3691
C -1.9949 -1.0607 0.2030
C -3.3553 -1.6250 -0.1906
H 2.8531 -0.5681 -1.4419
H 2.9950 1.0660 -2.0137
H 4.1736 0.5048 -0.7826
H 2.0966 1.9466 0.2152
H 2.6457 0.4011 0.8868
H 0.1905 0.7331 -0.8316
H 1.0996 -1.1498 1.4052
H -0.7688 -2.7361 0.4466
H -1.9214 0.0893 0.1401
H -3.5781 -2.5570 0.3127
H -3.3851 -1.7915 -1.3167
H -4.0556 -0.8954 0.0599
H 0.2765 2.4834 0.8004
H -0.3977 2.6384 -0.5547
O -0.4842 2.8477 0.4095
*
```

* lowest unoccupied orbital energy: 0.959 eV
* SMILES: C/C=C/C=C/CC.O
* energy above the lowest of the compared OMol25 structures with the same formula, charge and spin: 53.59 kcal/mol
* strongest force on any atom: 4.9 eV Å⁻¹
* HOMO level: -8.851 eV



[3]
Density functional theory data (ωB97M-V/def2-TZVPD) for 2 unconnected molecules or ions with the total composition C5H14NO2 at a distorted geometry.

ORCA input file:
```
! wB97M-V def2-TZVPD RIJCOSX def2/J DEFGRID3
* xyz -1 1
C 0.1957 -0.7336 0.2264
N 1.0103 0.1550 -0.5325
C 1.9491 0.9848 0.3080
O 2.4561 0.2467 1.3282
C -0.9339 -1.4471 -0.4245
C -2.2549 -0.5881 -0.6736
C -2.2213 0.0887 -2.0095
H 0.8013 -1.4750 0.7433
H -0.3527 -0.2117 1.0898
H 1.6187 -0.3394 -1.1639
H 2.7778 1.3685 -0.3597
H 1.3468 1.8438 0.6533
H -1.2593 -2.2375 0.3395
H -0.6003 -1.8136 -1.3925
H -3.0486 -1.3159 -0.6151
H -2.3950 0.1665 0.1094
H -1.2116 0.4208 -2.2925
H -2.9182 0.9195 -2.0370
H -2.4098 -0.5799 -2.8462
H 2.8753 1.6302 3.8422
H 2.4240 1.0852 2.4608
O 2.1506 1.8323 3.2461
*
```

* lowest unoccupied orbital energy: 3.756 eV
* energy above the lowest of the compared OMol25 structures with the same formula, charge and spin: 17.07 kcal/mol
* strongest force on any atom: 2.8 eV Å⁻¹
* HOMO level: -3.509 eV



[4]
Density functional theory data (ωB97M-V/def2-TZVPD) for a molecular structure, C35H43DyN7O3 at a distorted geometry.

ORCA input file:
```
! wB97M-V def2-TZVPD RIJCOSX def2/J DEFGRID3
* xyz -1 6
Dy -1.1874 0.1340 0.0115
C 1.4011 -1.7463 1.7652
C 0.6792 -1.6100 3.1089
C -0.0896 -0.3342 3.3520
C 0.3262 0.5593 4.3281
C -0.4842 1.6395 4.6448
C -1.7003 1.7765 4.0020
C -2.0252 0.8631 3.0123
N -1.2309 -0.1572 2.6733
N 0.5684 -1.9922 0.5857
C -0.0869 -3.3016 0.6208
C -1.4227 -3.2476 1.3108
C -1.7998 -4.2339 2.2090
C -3.0242 -4.1494 2.8493
C -3.8283 -3.0598 2.5484
C -3.3872 -2.1336 1.6250
N -2.2040 -2.2079 0.9956
C 1.4643 -1.8966 -0.5767
C 0.7829 -2.0429 -1.8917
C 1.3676 -2.7814 -2.9153
C 0.7878 -2.8031 -4.1700
C -0.3593 -2.0453 -4.3705
C -0.8714 -1.3324 -3.3060
N -0.3514 -1.3420 -2.0741
H 1.9577 -0.8308 1.5709
H 2.1275 -2.5722 1.8679
H -0.0112 -2.4428 3.2448
H 1.4442 -1.6916 3.8829
H 1.2693 0.4046 4.8365
H -0.1745 2.3535 5.3978
H -2.3702 2.5936 4.2280
H -2.9664 0.9334 2.4821
H -0.2539 -3.6206 -0.4103
H 0.5521 -4.0581 1.1001
H -1.1227 -5.0547 2.4116
H -3.3356 -4.9011 3.5622
H -4.7896 -2.9272 3.0264
H -3.9970 -1.2772 1.3576
H 1.8194 -0.8455 -0.5528
H 2.3006 -2.6076 -0.4895
H 2.2856 -3.3201 -2.7186
H 1.2237 -3.3805 -4.9746
H -0.8357 -2.0003 -5.3400
H -1.7318 -0.6822 -3.4406
N -3.6791 -2.1979 -1.7909
C -4.3478 -0.9108 -1.5838
C -3.6031 0.2478 -0.8792
O -3.8993 0.4966 0.3213
N -2.7760 0.9679 -1.6236
C -2.7174 2.3937 -1.2259
C -2.1864 2.8504 0.1559
O -2.4824 3.9823 0.5164
O -1.4539 2.0287 0.8140
H -3.3835 -2.5808 -0.9055
H -2.8430 -2.0667 -2.3412
H -5.2490 -1.0939 -0.9959
H -4.6491 -0.5393 -2.5638
H -3.7345 2.7924 -1.2686
H -2.1323 2.9190 -1.9772
C 3.7869 1.1480 2.4759
C 2.6725 1.8910 1.7316
C 2.4092 3.2516 2.3860
C 2.9460 2.0407 0.2502
C 4.1106 2.6295 -0.1982
C 4.3495 2.8632 -1.5493
C 3.3416 2.5434 -2.4546
C 2.1515 1.9605 -2.0646
C 1.0550 1.7387 -3.0811
C 0.4792 3.0808 -3.5475
C 1.5132 0.9127 -4.2857
C 1.9181 1.5965 -0.6768
N 0.9068 0.8512 -0.2611
H 3.4944 0.9466 3.5132
H 4.7028 1.7447 2.4944
H 4.0201 0.1983 1.9876
H 1.7437 1.3223 1.8019
H 3.2725 3.9126 2.2686
H 2.2036 3.1347 3.4567
H 1.5448 3.7255 1.9178
H 4.8636 2.9380 0.5252
H 5.2818 3.3016 -1.8861
H 3.4916 2.7856 -3.5049
H 0.2605 1.1919 -2.5702
H 1.2475 3.6828 -4.0405
H 0.1106 3.6487 -2.6921
H -0.3436 2.9253 -4.2542
H 2.2677 1.4514 -4.8650
H 0.6688 0.6999 -4.9500
H 1.9498 -0.0348 -3.9599
*
```

* lowest unoccupied orbital energy (spin up / spin down): 2.156 / 2.157 eV
* energy above the lowest of the compared OMol25 structures with the same formula, charge and spin: 11.83 kcal/mol
* strongest force on any atom: 4.0 eV Å⁻¹
* HOMO level (spin up / spin down): -2.215 / -2.229 eV



[5]
Density functional theory data (ωB97M-V/def2-TZVPD) for a molecular structure, C15H20Cl3O27Y at a distorted geometry.

ORCA input file:
```
! wB97M-V def2-TZVPD RIJCOSX def2/J DEFGRID3
* xyz 0 1
Y 0.5844 -0.3409 -1.1456
Cl 1.2723 1.0894 -6.1439
O 0.2485 1.0513 -7.1414
O 1.1173 0.1066 -5.0921
O 2.6296 0.9320 -6.6985
O 1.2308 2.3882 -5.5179
Cl 3.8214 -4.3767 -1.4314
O 4.8273 -4.4443 -2.4482
O 3.1249 -5.6111 -1.1753
O 4.3636 -3.8143 -0.2100
O 2.8193 -3.4093 -1.9129
Cl -1.6900 1.9726 3.4421
O -1.7778 0.8714 4.4122
O -2.8942 2.7096 3.4100
O -0.5638 2.8260 3.7887
O -1.4681 1.4344 2.1101
C -5.7183 -3.6825 -1.3595
C -4.9250 -4.9850 -1.5388
O -3.5751 -4.6449 -1.4501
C -3.5047 -3.3519 -1.7571
O -2.4204 -2.7736 -1.9611
O -4.7319 -2.7476 -1.7215
H -5.9942 -3.5334 -0.3156
H -6.5990 -3.7205 -2.0006
H -5.2189 -5.4671 -2.4712
H -5.1825 -5.6369 -0.7040
C 0.2784 -6.1747 3.6802
C 0.5104 -5.1199 4.7180
O -0.0227 -3.9457 4.0665
C 0.0302 -4.1069 2.7657
O -0.1180 -3.2095 1.8889
O 0.1524 -5.3944 2.4871
H -0.5846 -6.8153 3.8619
H 1.1777 -6.7877 3.6200
H 1.5713 -4.9550 4.9060
H 0.0273 -5.2898 5.6802
C 4.5379 0.6832 5.1927
C 3.6544 -0.5118 5.3871
O 3.2531 -0.8951 4.0896
C 3.4149 0.1312 3.2708
O 3.0015 0.1786 2.1284
O 4.0385 1.0920 3.9255
H 5.6157 0.5265 5.1499
H 4.2012 1.3769 5.9631
H 2.7871 -0.2332 5.9858
H 4.2250 -1.2778 5.9123
C -5.0842 3.3380 -4.2191
C -4.3092 4.6133 -3.9162
O -3.1573 4.0759 -3.3388
C -3.2599 2.7420 -3.1362
O -2.3913 1.9996 -2.6861
O -4.3767 2.3013 -3.7096
H -5.3314 3.2041 -5.2722
H -5.9839 3.5117 -3.6288
H -4.7871 5.1281 -3.0827
H -4.1127 5.2455 -4.7822
C 4.0603 6.3951 -0.9835
C 2.6858 7.0906 -1.0811
O 1.8221 5.9782 -1.1457
C 2.4710 4.8600 -0.8245
O 2.0584 3.6954 -0.8908
O 3.6965 5.1535 -0.4334
H 4.7084 6.9728 -0.3245
H 4.5845 6.2042 -1.9199
H 2.6960 7.6249 -2.0311
H 2.4839 7.7531 -0.2394
*
```

* lowest unoccupied orbital energy: -6.190 eV
* energy above the lowest of the compared OMol25 structures with the same formula, charge and spin: 420.42 kcal/mol
* strongest force on any atom: 4.3 eV Å⁻¹
* HOMO level: -8.920 eV



[6]
Density functional theory data (ωB97M-V/def2-TZVPD) for a molecular structure, C22H16N7O2V.

ORCA input file:
```
! wB97M-V def2-TZVPD RIJCOSX def2/J DEFGRID3
* xyz 2 3
V -1.8682 0.3313 1.1973
C -2.0567 4.6584 0.3483
C -2.4759 3.3780 0.6926
N -1.7697 2.3143 0.3138
C -0.6476 2.5198 -0.4035
C -0.2273 3.8078 -0.6917
N -0.9304 4.8698 -0.3163
C 0.0234 1.2813 -0.8427
C 1.0154 1.1899 -1.7939
C 1.4665 -0.0725 -2.1967
C 0.8439 -1.2024 -1.6520
C -0.1463 -1.0405 -0.7085
N -0.5064 0.1827 -0.2828
C -0.9927 -2.1131 -0.1510
C -0.7897 -3.4706 -0.3359
N -1.6263 -4.3785 0.1518
C -2.6757 -3.9461 0.8331
C -2.8952 -2.5907 1.0517
N -2.0570 -1.6809 0.5567
C 2.5334 -0.2142 -3.2026
C 3.4754 -1.2323 -3.0915
C 4.4669 -1.3193 -4.0577
N 4.5524 -0.4927 -5.0948
C 3.6432 0.4711 -5.1993
C 2.6223 0.6618 -4.2798
H -2.6392 5.5236 0.6380
H -3.3712 3.2155 1.2765
H 0.6962 3.9914 -1.2268
H 1.4471 2.0797 -2.2297
H 1.1110 -2.1852 -2.0127
H 0.0669 -3.8399 -0.8853
H -3.3605 -4.6856 1.2280
H -3.7448 -2.2451 1.6273
H 3.4692 -1.9214 -2.2569
H 5.2273 -2.0884 -3.9929
H 3.7319 1.1227 -6.0604
H 1.8979 1.4513 -4.4323
O -1.9798 1.5532 2.8803
C -1.3044 0.6879 3.5179
C -0.9489 0.5472 4.9566
C -0.2085 -0.8029 4.9749
C -0.2585 -1.3319 3.5461
O 0.0981 -2.3800 3.1067
N -0.8770 -0.3209 2.7501
H -1.8584 0.5665 5.5590
H -0.3399 1.3931 5.2794
H -0.6682 -1.5327 5.6394
H 0.8357 -0.7104 5.2720
*
```

* lowest unoccupied orbital energy (spin up / spin down): -8.360 / -8.160 eV
* strongest force on any atom: 0.6 eV Å⁻¹
* HOMO level (spin up / spin down): -14.555 / -14.552 eV



Which value of strongest force on any atom does entry 3 give? 2.8 eV Å⁻¹